[1]
Below is a molecular structure, C8H20NO6P2RhS3, with properties calculated with the ωB97M-V functional and the def2-TZVPD basis.

The geometry in XYZ format:
```
41
Properties=species:S:1:pos:R:3:forces:R:3
Rh 0.0209 -0.2122 0.9120 0.1 -0.1 0.1
N 2.3812 3.1317 -1.4078 0.0 0.0 0.0
C 1.4292 1.9724 -1.1635 0.1 0.2 -0.1
C 1.0466 1.3860 -2.5286 0.1 0.0 0.0
P -0.0940 2.6350 -0.3692 -0.2 -0.2 -0.1
O 0.5666 3.4055 0.8795 0.0 0.0 0.0
O -0.8503 3.4847 -1.2795 0.0 0.1 0.1
O -0.8626 1.3840 0.1863 0.4 -0.1 -0.3
P 2.3643 0.7270 -0.1730 -0.1 0.4 0.2
O 1.7483 0.9081 1.3902 0.3 -0.2 0.0
O 3.7859 1.0262 -0.2755 0.1 0.0 0.0
O 1.6436 -0.5842 -0.4330 -0.5 -0.1 0.1
H 2.1794 3.5858 -2.3025 0.0 0.0 0.0
H 3.3475 2.7659 -1.4042 0.0 0.0 0.0
H 2.3209 3.8416 -0.6719 0.0 0.0 0.0
H 0.5221 2.1374 -3.1201 0.0 0.0 0.0
H 0.3827 0.5354 -2.3962 0.0 0.0 0.0
H 1.9301 1.0351 -3.0652 0.0 0.0 0.0
H 0.1024 4.2258 1.1091 0.0 0.0 0.0
H 1.9484 1.6619 1.9626 0.0 0.1 -0.1
C 0.2571 -2.1988 3.0310 -0.1 -0.1 0.0
C -0.8152 -1.3183 3.6932 -0.1 0.0 -0.1
S -1.3275 0.1197 2.6922 -0.3 0.0 0.1
C -2.9683 -0.3090 2.0292 0.1 0.1 0.0
C -2.9252 -1.5562 1.1867 0.1 -0.1 -0.1
S -1.6672 -1.3388 -0.1289 0.0 -0.1 0.1
C -1.0936 -3.0456 -0.4045 0.0 0.0 0.0
C 0.0567 -3.4866 0.4847 0.1 0.0 0.0
S -0.3418 -3.7165 2.2353 -0.1 0.0 0.0
H 0.9355 -2.5255 3.8211 0.1 0.1 0.0
H 0.9349 -1.6510 2.3434 0.1 0.0 0.0
H -0.4452 -0.8816 4.6202 0.0 0.0 0.0
H -1.7022 -1.9036 3.9353 0.0 0.0 0.0
H -3.2522 0.5730 1.4521 0.0 0.0 0.0
H -3.6484 -0.4042 2.8761 0.0 0.0 0.0
H -3.8722 -1.7231 0.6725 0.0 0.0 0.0
H -2.6569 -2.4379 1.7658 0.0 0.0 0.0
H -0.8090 -3.0867 -1.4563 0.0 0.1 0.0
H -1.9776 -3.6717 -0.2717 0.0 0.0 0.0
H 0.9181 -2.8202 0.3878 0.0 0.0 0.0
H 0.4060 -4.4562 0.1253 -0.1 0.0 0.0
```
Forces are in eV/Å.

The lowest unoccupied orbital energy comes out at -8.58 eV. As for the charge: +2. The calculation puts the energy above the lowest of the compared OMol25 structures with the same formula, charge and spin at 0.00 kJ/mol. For the frontier orbital gap, the calculation gives 0.2516 hartree.

=====

[2]
Below is a molecular structure, C42H44MnP2, with properties calculated with the ωB97M-V functional and the def2-TZVPD basis.

The geometry in XYZ format:
```
89
Properties=species:S:1:pos:R:3:forces:R:3
Mn 0.6993 1.3661 -2.7823 -1.0 -0.6 2.5
C 1.5641 0.8671 1.6764 -0.7 0.5 -0.5
C 2.7671 1.1336 1.1900 0.4 0.2 -1.0
C 3.7703 0.0304 1.0562 0.6 -0.5 0.0
C 3.5634 -1.0994 -0.0557 0.5 1.0 0.2
C 2.2607 -1.8279 -0.2026 -0.5 0.6 -0.3
C 1.4060 -2.0799 0.7805 0.5 -1.1 0.6
C 1.6241 -1.7342 2.2284 -0.3 0.4 0.4
C 1.3771 -0.2359 2.6418 -0.2 -1.5 0.3
C 0.9591 0.4554 -4.5676 0.4 0.1 1.5
H 0.6671 1.4408 1.4121 0.6 0.4 0.6
H 3.0944 2.1377 0.8721 -0.7 -0.6 -0.4
H 3.8135 -0.5080 2.0059 0.4 0.2 0.0
H 4.7496 0.4785 0.8310 -0.1 -0.3 0.3
H 3.8197 -0.6600 -1.0376 0.1 -0.2 0.3
H 4.3334 -1.8603 0.1926 -0.2 0.4 -0.3
H 1.9999 -2.1192 -1.2345 0.2 -0.2 0.6
H 0.6356 -2.8373 0.6580 -0.4 0.6 -0.5
H 2.6108 -2.0454 2.6090 -0.2 0.1 -0.4
H 0.9052 -2.3095 2.8160 0.1 -0.1 0.0
H 0.3668 -0.1862 3.0586 0.2 0.1 0.0
H 2.1205 -0.0636 3.4284 -0.4 0.1 0.3
H 0.3742 1.2997 -4.9239 0.0 -0.3 -1.4
H 0.4568 -0.5042 -4.4147 0.1 0.2 -0.6
H 2.0415 0.4411 -4.7084 -0.4 0.0 -0.7
P 5.6981 2.2529 -5.5112 0.1 1.5 -0.4
P 5.4970 -0.2396 -6.2250 -0.5 -1.8 -0.8
C 7.0483 1.2708 -4.7886 -0.1 -0.8 0.0
C 7.0429 0.0184 -5.2932 -0.1 1.1 0.1
C 6.6712 3.6172 -6.3155 0.1 0.0 0.5
C 8.0141 3.8311 -5.9922 0.1 0.5 0.0
C 8.6539 5.0079 -6.3794 -0.2 -0.1 -0.2
C 7.9647 5.9566 -7.1343 0.0 -0.3 0.1
C 6.6874 5.6626 -7.6089 0.1 0.0 0.0
C 6.0504 4.4864 -7.2331 0.2 -0.3 0.6
C 5.0476 2.8585 -3.9286 0.0 1.1 0.1
C 4.2123 2.0553 -3.1243 0.1 0.2 -0.1
C 3.7986 2.5294 -1.8731 0.1 0.4 -0.3
C 4.1832 3.8206 -1.4611 0.0 -0.2 -0.1
C 4.9751 4.6279 -2.2877 -0.3 0.1 0.1
C 5.3882 4.1591 -3.5339 -0.3 -0.2 0.5
C 6.3575 -0.6212 -7.8294 -0.1 -0.5 0.1
C 7.1156 0.3271 -8.5502 0.0 -0.4 0.2
C 7.9922 -0.1207 -9.5434 -0.2 -0.3 -0.1
C 8.1154 -1.4869 -9.8226 -0.2 -0.1 0.3
C 7.3184 -2.4093 -9.1368 0.0 0.1 -0.3
C 6.4029 -1.9683 -8.1927 0.5 0.1 -0.1
C 4.9896 -1.8684 -5.5260 0.2 -0.6 -0.4
C 3.8229 -2.5066 -6.0127 0.5 0.1 0.2
C 3.5273 -3.8101 -5.6121 0.1 0.0 0.3
C 4.3543 -4.4767 -4.6930 0.2 0.3 -0.2
C 5.4914 -3.8326 -4.1903 -0.4 0.0 0.2
C 5.7747 -2.5198 -4.5667 0.0 -0.3 -0.1
H 7.6871 1.6892 -3.9981 0.2 -0.3 -0.6
H 7.8328 -0.7381 -5.2458 -0.3 0.3 0.4
H 8.5703 3.1016 -5.4117 -0.2 0.2 0.0
H 9.6828 5.1789 -6.0859 0.0 0.1 0.0
H 8.4242 6.9099 -7.3586 0.0 0.0 -0.1
H 6.1799 6.3601 -8.2682 0.1 -0.1 0.1
H 5.0682 4.2391 -7.6255 0.0 0.1 0.2
H 3.8552 1.0845 -3.5048 0.4 0.4 0.3
H 3.1841 1.9114 -1.2056 0.3 0.2 -0.3
H 3.8455 4.2021 -0.4948 0.1 -0.1 -0.3
H 5.2449 5.6472 -1.9795 -0.2 -0.5 0.0
H 5.9644 4.7975 -4.2096 -0.1 -0.2 0.4
H 7.0571 1.4002 -8.3330 0.0 -0.4 0.1
H 8.5976 0.5852 -10.1102 -0.2 0.0 0.2
H 8.8128 -1.8487 -10.5759 -0.1 0.2 0.2
H 7.3983 -3.4825 -9.3117 0.0 0.3 -0.2
H 5.7644 -2.6804 -7.6810 0.2 0.0 -0.1
H 3.1637 -1.9784 -6.7106 0.3 -0.2 0.2
H 2.6482 -4.3160 -6.0180 0.2 0.2 0.2
H 4.1087 -5.4865 -4.3582 0.1 0.3 -0.2
H 6.1615 -4.3440 -3.4949 -0.3 0.1 -0.1
H 6.6345 -2.0143 -4.1161 -0.3 -0.3 -0.3
C -1.3578 0.6344 -1.1631 1.2 0.3 -1.0
C -1.8272 0.2741 0.1807 0.2 -0.7 0.9
C -1.9725 1.2059 1.2536 -0.2 -0.3 -1.0
C -2.3383 0.7772 2.5240 0.4 -0.5 -0.1
C -2.5490 -0.5846 2.7896 -0.7 0.3 -0.4
C -2.7202 -1.4487 1.7024 0.9 0.2 -0.1
C -2.2423 -1.0728 0.4478 -0.2 0.7 -0.5
H -1.9037 1.4766 -1.5631 -0.3 0.1 -0.3
H -1.3280 -0.2287 -1.8445 -0.5 0.3 0.1
H -1.8194 2.2718 1.0310 0.0 -0.5 0.2
H -2.4782 1.4937 3.3202 0.3 0.1 0.1
H -2.6458 -0.9668 3.8013 -0.5 0.3 -0.1
H -3.2302 -2.3999 1.8346 0.5 -0.1 0.1
H -2.2559 -1.7918 -0.3960 -0.1 0.5 0.6
```
Forces are in eV/Å.

As for the multiplicity: 6. The lowest unoccupied orbital energy (alpha / beta) comes out at -0.36 / -0.93 eV. Its expectation value of S² is 8.769. As for the charge: 0. The calculation puts the energy above the lowest of the compared OMol25 structures with the same formula, charge and spin at 323.18 kJ/mol. For the frontier orbital gap (alpha / beta), the calculation gives 0.2258 / 0.2079 hartree.

=====

[3]
Below is a single C8H9N molecule, with properties calculated with the ωB97M-V functional and the def2-TZVPD basis.

The geometry in XYZ format:
```
18
Properties=species:S:1:pos:R:3:forces:R:3
N 3.6877 -1.4068 0.6324 -7.5 2.8 2.5
C 2.5506 -1.0401 0.9643 4.6 -3.9 -1.4
C 0.9256 -0.7728 0.9228 4.4 -9.9 4.8
C 0.7137 -0.8101 -0.4905 -0.5 -1.6 -5.6
C -0.8469 -0.9066 -1.0591 -0.8 2.0 5.1
C -1.0904 0.7142 -0.8923 0.3 -1.1 0.0
C -1.6840 1.7757 0.1069 7.3 1.3 -3.8
C -0.6629 0.6909 0.6069 -2.2 3.9 -2.1
C 0.8019 0.4271 0.3995 1.8 7.1 0.3
H 0.2082 -1.2844 1.6127 1.4 0.4 -0.2
H 1.5290 -1.2673 -1.1961 -1.6 1.2 1.6
H -1.1603 -1.2495 -2.0051 0.5 -0.9 -1.1
H -1.4673 -1.3972 -0.1039 1.3 0.6 -3.2
H -0.3205 1.0996 -1.6673 -1.4 0.1 1.9
H -2.5455 1.7044 0.5935 -3.7 0.2 1.6
H -1.1498 2.8683 -0.2230 -2.2 -3.1 1.2
H -1.4098 -0.0553 1.0136 2.1 0.5 0.4
H 1.9208 0.9099 0.7848 -3.9 0.5 -2.0
```
Forces are in eV/Å.

The lowest unoccupied orbital energy comes out at 0.60 eV. As for the charge: 0. Its structure (SMILES) is N#C[C@@H]1[C@H]2C[C@H]3C[C@@H]3[C@@H]12. The calculation puts the energy above the lowest of the compared OMol25 structures with the same formula, charge and spin at 943.49 kJ/mol. For the frontier orbital gap, the calculation gives 0.3440 hartree.